Entry 1:
A molecular structure, C3H4FeLiO4, computed with the ωB97M-V functional and the def2-TZVPD basis.

```
13
Properties=species:S:1:pos:R:3:lowdin_charge:R:1
H -3.3602 1.5930 0.7355 0.15
C -3.2559 0.8519 -0.0587 0.08
C -3.1109 -0.5838 -0.0606 0.01
O -2.0138 0.3437 -0.4137 -0.23
H -2.9345 -1.1210 0.8744 0.14
H -3.4544 -1.1659 -0.9171 0.15
O 1.5856 0.3947 0.2627 -0.11
C 2.7102 0.3570 -0.3368 -0.65
O 3.5371 1.3413 -0.0963 0.14
Fe -0.1473 0.4564 -0.1893 1.27
H 4.3980 0.5971 0.0860 0.29
Li 2.6507 -2.3495 0.2858 0.88
O 3.3953 -0.7150 -0.1720 -0.11
```

As for the charge: +2. As for the orbital gap (alpha / beta): 9.2 / 8.1 eV. The calculation puts the lowest unoccupied orbital energy (alpha / beta) at -8.360 / -10.705 eV. Its multiplicity is 6. As for the expectation value of S²: 8.76. Its energy above the lowest of the compared OMol25 structures with the same formula, charge and spin is 0.091 eV.

Entry 2:
C7H12 in the gas phase, computed with the ωB97M-V functional and the def2-TZVPD basis.

```
19
Properties=species:S:1:pos:R:3:lowdin_charge:R:1
C -0.4461 -2.1302 -0.8098 -0.12
C -0.3339 -0.6836 -1.2907 -0.22
C -0.7098 0.3788 -0.2431 -0.27
C -0.5089 0.1105 1.2875 -0.11
C 0.4054 1.3280 1.3691 -0.22
C 1.5494 1.1690 0.4171 -0.09
C 0.2137 1.5973 -0.1108 -0.20
H -0.2600 -2.8303 -1.6313 0.07
H -1.4392 -2.3467 -0.3998 0.08
H 0.2882 -2.3434 -0.0254 0.06
H 0.6933 -0.5056 -1.6328 0.10
H -0.9718 -0.5504 -2.1735 0.10
H -1.7440 0.7019 -0.4052 0.13
H -0.0604 -0.8444 1.5829 0.10
H -1.4440 0.2400 1.8403 0.11
H 0.4383 2.0374 2.1903 0.13
H 2.3088 1.9453 0.4584 0.10
H 1.9399 0.1756 0.1912 0.11
H 0.0810 2.5508 -0.6144 0.13
```

As for the charge: 0. As for the orbital gap: 10.7 eV. The calculation puts the lowest unoccupied orbital energy at 1.199 eV. The SMILES is CC[C@H]1C[C@H]2C[C@@H]12. Its energy above the lowest of the compared OMol25 structures with the same formula, charge and spin is 1.445 eV.

Entry 3:
A molecular structure, C22H24F3N5SSiTa, computed with the ωB97M-V functional and the def2-TZVPD basis.

```
57
Properties=species:S:1:pos:R:3:lowdin_charge:R:1
Ta -0.1319 0.2632 -0.2105 1.77
C 3.3000 -1.8088 0.6101 0.01
C 3.3364 -0.4289 0.0385 -0.27
C 4.5290 0.2425 -0.2325 0.03
C 4.5068 1.4990 -0.8063 0.04
C 3.2893 2.1129 -1.1358 0.03
C 2.1641 1.4039 -0.8452 -0.43
N 2.1879 0.1896 -0.2622 0.00
N 0.7973 1.7514 -1.0267 -0.23
Si 0.2197 2.8547 -2.4255 0.49
C 1.0534 2.0903 -3.8716 -0.14
C 0.4959 4.6323 -2.0832 -0.14
C -1.5699 2.3376 -2.2221 -0.18
H 3.8941 -1.8620 1.5227 0.11
H 3.7502 -2.5099 -0.0954 0.11
H 2.2816 -2.1318 0.8218 0.06
H 5.4662 -0.2448 0.0003 0.14
H 5.4339 2.0183 -1.0130 0.14
H 3.2420 3.0968 -1.5847 0.13
H 2.0868 2.4275 -3.9741 0.05
H 0.5385 2.3762 -4.7942 0.07
H 1.0523 1.0002 -3.8111 0.05
H 1.3165 5.0272 -2.6855 0.06
H 0.7003 4.8540 -1.0347 0.05
H -0.4054 5.1804 -2.3702 0.06
H -1.7451 1.3176 -2.5904 0.03
H -2.2517 2.9751 -2.7920 0.07
H -1.8953 2.4352 -1.1713 0.03
F -1.8405 -4.0008 -3.0374 0.18
C -2.3663 -4.0900 -1.8174 -0.62
F -1.4234 -4.5694 -0.9969 0.15
F -3.3857 -4.9284 -1.8322 0.20
C -2.7985 -2.7171 -1.3287 -0.07
C -4.1355 -2.4067 -1.1132 0.10
C -4.4933 -1.1512 -0.6252 0.03
C -3.5075 -0.2399 -0.3372 -0.06
N -2.2109 -0.5321 -0.5710 -0.14
C -1.8606 -1.7389 -1.0740 -0.63
S -0.1123 -1.8568 -1.3468 0.77
H -4.8933 -3.1522 -1.3231 0.16
H -5.5298 -0.8883 -0.4667 0.14
H -3.7333 0.7366 0.0700 0.14
N 0.5025 1.0184 3.9670 0.20
C 0.5239 1.3812 2.7072 -0.09
N -0.0289 0.4304 1.9254 -0.08
C -0.4127 -0.6330 2.7924 -0.22
C -1.0025 -1.8659 2.5410 -0.02
C -1.2475 -2.6758 3.6327 -0.02
C -0.9168 -2.2739 4.9374 -0.01
C -0.3216 -1.0554 5.1890 0.04
C -0.0795 -0.2525 4.0842 -0.15
H 0.8603 1.5764 4.7343 0.20
H 0.9126 2.3237 2.3539 0.16
H -1.2547 -2.2024 1.5420 0.09
H -1.6985 -3.6474 3.4826 0.13
H -1.1325 -2.9385 5.7628 0.13
H -0.0561 -0.7501 6.1926 0.14
```

As for the charge: +3. As for the orbital gap: 6.6 eV. The calculation puts the lowest unoccupied orbital energy at -11.429 eV. Its energy above the lowest of the compared OMol25 structures with the same formula, charge and spin is 0.653 eV.

Entry 4:
CI2OS in the gas phase, computed with the ωB97M-V functional and the def2-TZVPD basis.

```
5
Properties=species:S:1:pos:R:3:lowdin_charge:R:1
C -0.6021 -0.0937 -0.1005 -1.04
O -0.9655 -1.1512 -0.2883 0.00
S 3.0896 2.3369 0.4906 -0.38
I -1.7320 1.6409 -0.0308 0.87
I 2.0427 0.3112 -0.0094 0.54
```

As for the charge: 0. As for the orbital gap (alpha / beta): 5.6 / 5.6 eV. The calculation puts the lowest unoccupied orbital energy (alpha / beta) at -2.717 / -2.715 eV. Its energy above the lowest of the compared OMol25 structures with the same formula, charge and spin is 2.709 eV.

Entry 5:
3 unconnected molecules or ions with the total composition H6O3, computed with the ωB97M-V functional and the def2-TZVPD basis.

```
9
Properties=species:S:1:pos:R:3:lowdin_charge:R:1
O -0.2934 0.9316 -0.0139 -0.06
H 0.0054 0.2297 0.5862 0.00
H 0.1943 1.7141 0.2564 0.04
O 0.6652 -0.9962 1.9350 -0.04
H 1.2609 -1.7502 1.8953 0.06
H 0.7806 -0.6192 2.8124 0.06
O -0.8950 -0.1030 -2.7880 -0.07
H -1.2653 0.7828 -2.7487 0.03
H -0.4526 -0.1895 -1.9347 0.00
```

As for the charge: 0. As for the orbital gap: 11.1 eV. The calculation puts the lowest unoccupied orbital energy at 0.382 eV. The SMILES is O.O.O. Its energy above the lowest of the compared OMol25 structures with the same formula, charge and spin is 0.296 eV.

Entry 6:
C2H4N2O2 in the gas phase, computed with the ωB97M-V functional and the def2-TZVPD basis.

```
10
Properties=species:S:1:pos:R:3:lowdin_charge:R:1
C 1.2626 0.1107 -0.3021 -0.27
N 0.7625 -0.9039 -0.8330 0.10
O -0.6515 -0.9579 -0.6357 -0.11
C -1.1696 -0.3923 0.5189 -0.23
O -0.7122 0.9472 0.5729 -0.08
N 0.6787 1.1392 0.3167 0.04
H 2.3563 0.2695 -0.3162 0.14
H -0.9732 -0.9834 1.4188 0.13
H -2.2539 -0.3746 0.4893 0.14
H 1.1335 1.2165 1.2246 0.14
```

As for the charge: 0. As for the orbital gap: 10.3 eV. The calculation puts the lowest unoccupied orbital energy at 0.726 eV. The SMILES is C1=NOCON1. Its energy above the lowest of the compared OMol25 structures with the same formula, charge and spin is 5.449 eV.